Density functional theory data (the ωB97M-V functional and the def2-TZVPD basis) for a structure of composition C16H13F5N5O2RhS in a non-equilibrium geometry.

XYZ file:
```
43
Properties=species:S:1:pos:R:3:lowdin_charge:R:1
Rh 0.500 0.973 -0.154 0.81
N -3.742 1.959 0.285 0.07
C -2.491 1.451 0.411 -0.81
S -1.189 2.539 -0.077 0.69
N -2.374 0.233 0.874 0.01
N -1.039 -0.139 0.826 -0.13
C -0.477 -1.174 1.630 -0.19
C 0.734 -1.816 1.017 -0.20
C 1.026 -3.156 1.177 0.00
C 2.145 -3.674 0.540 -0.04
C 2.934 -2.835 -0.227 -0.04
C 2.580 -1.498 -0.322 -0.10
N 1.515 -0.999 0.292 0.05
H -3.858 2.936 0.087 0.08
H -4.509 1.442 0.678 0.10
H -1.197 -1.869 2.059 0.16
H 0.373 -3.786 1.766 0.12
H 2.387 -4.724 0.631 0.11
H 3.807 -3.200 -0.749 0.11
H 3.164 -0.788 -0.897 0.11
C 1.448 1.619 3.049 -0.02
O 0.610 1.030 2.053 -0.25
C -0.333 0.069 2.395 -0.32
C -1.320 0.453 3.437 0.01
H 2.100 0.869 3.501 0.10
H 0.852 2.115 3.813 0.09
H 2.045 2.360 2.528 0.10
H -0.835 0.959 4.270 0.08
H -1.851 -0.415 3.819 0.09
H -2.053 1.138 2.996 0.09
F -0.476 -1.652 -1.599 0.06
C -0.427 -0.624 -2.480 -0.22
C 0.026 0.625 -2.084 -0.15
C 0.025 1.580 -3.092 -0.26
F 0.436 2.832 -2.843 0.05
C -0.393 1.325 -4.386 -0.15
F -0.372 2.290 -5.312 0.12
C -0.838 0.062 -4.730 -0.15
F -1.242 -0.201 -5.975 0.12
C -0.854 -0.922 -3.763 -0.15
F -1.277 -2.155 -4.072 0.11
O 2.278 2.960 -0.798 -0.08
N 2.164 1.808 -0.580 -0.18
```

Values from the calculation:
HOMO, eV: -7.17
Max |F|, eV Å⁻¹: 2.1
LUMO, eV: -0.048
Energy above the lowest of the compared OMol25 structures with the same formula, charge and spin, kcal/mol: 0.0
Electronic energy, eV: -55774.425
HOMO-LUMO gap, eV: 7.12